DFT (ωB97M-V with the def2-TZVPD basis set) results for a structure of composition C47H41BN9O4SY in a non-equilibrium geometry.

Output
ΔE to the lowest compared entry with this formula, charge and spin   245.28 kJ/mol
E_LUMO   4.02 eV
HOMO-LUMO gap   5.09 eV

Structure (ORCA input):
```
! RIJCOSX wB97M-V def2-TZVPD def2/J DEFGRID3
* xyz -2 1
Y 0.8666 0.4197 0.1551
C 4.4584 -0.0647 2.9165
C 3.3451 -0.4724 2.1727
N 2.6837 0.5711 1.6973
N 3.2353 1.6679 2.2227
C 4.3229 1.3139 2.9823
B 2.6553 3.0882 2.0967
N 2.6470 3.5909 0.5765
C 3.2586 4.6489 0.0154
C 3.0534 4.5915 -1.4140
C 2.4109 3.3616 -1.5756
N 2.0344 2.8248 -0.3985
N 1.0178 3.0201 2.4361
C 0.3361 4.0142 3.0384
C -1.0387 4.0480 2.5903
C -1.0893 2.8496 1.8319
N 0.0920 2.2790 1.7115
H 5.2108 -0.5694 3.5562
H 3.0360 -1.4936 1.9590
H 4.9622 2.1291 3.4486
H 3.0915 3.9290 2.8173
H 3.6427 5.4566 0.6573
H 3.2160 5.4105 -2.1150
H 2.2878 2.7609 -2.4771
H 0.8738 4.7178 3.7079
H -1.7928 4.8577 2.6795
H -1.9846 2.5008 1.3641
O -0.2238 -0.9517 1.4820
C -1.2789 -1.5865 2.1554
C -2.6186 -0.7528 2.3187
C -3.1454 -0.1114 1.0196
C -4.5123 -0.3130 0.8658
C -4.9735 -0.2957 -0.4853
C -4.0949 -0.0210 -1.5567
C -2.9305 0.6621 -1.1716
C -2.1961 1.6852 -2.0095
C -0.8890 1.1009 -2.7298
O -0.0095 0.7421 -1.7325
C -0.1307 2.0711 -3.6771
C 0.8976 1.4825 -4.4275
C 1.8450 2.2611 -5.0726
C 1.5952 3.6247 -5.1948
C 0.4647 4.1868 -4.5864
C -0.3493 3.4587 -3.7762
C -1.3560 -0.0779 -3.5380
C -2.3780 0.1644 -4.4649
C -2.9258 -0.9209 -5.1647
C -2.3098 -2.1604 -5.1467
C -1.1222 -2.2720 -4.4320
C -0.7197 -1.3600 -3.5068
N -2.3396 0.4018 0.0597
C -0.9328 -1.7825 3.6722
C -0.2081 -0.7052 4.3590
C 0.5424 -0.9048 5.4314
C 0.5310 -2.2109 6.0500
C -0.3991 -3.1550 5.6184
C -1.1233 -2.9228 4.4708
C -1.5794 -2.9780 1.5233
C -2.5791 -3.2238 0.5669
C -2.6951 -4.4483 -0.0288
C -1.7505 -5.4629 0.2083
C -0.8207 -5.2906 1.1736
C -0.7252 -4.0871 1.8756
H -2.5387 0.1210 3.0352
H -3.4132 -1.3969 2.7761
H -5.1815 -0.7422 1.5711
H -6.0060 -0.4364 -0.7933
H -4.3609 -0.3041 -2.5763
H -1.8763 2.5270 -1.4017
H -2.8881 2.1566 -2.7634
H 0.9045 0.3855 -4.4780
H 2.8167 1.8053 -5.4343
H 2.2253 4.2741 -5.8077
H 0.2738 5.2452 -4.7370
H -1.1099 3.9460 -3.1370
H -2.7245 1.2296 -4.6265
H -3.8653 -0.8897 -5.6218
H -2.7121 -2.9623 -5.6806
H -0.5751 -3.1961 -4.5539
H 0.0548 -1.5686 -2.7832
H -0.3122 0.3015 3.8586
H 1.1900 -0.0985 5.8072
H 1.3070 -2.4522 6.8095
H -0.5723 -4.0415 6.1982
H -1.8681 -3.6292 4.2441
H -3.2642 -2.4251 0.2421
H -3.4803 -4.6339 -0.7112
H -1.8687 -6.4640 -0.2991
H -0.1875 -6.0582 1.4529
H 0.0146 -3.8896 2.6270
S 3.3863 0.2469 -1.7569
C 2.7028 -1.3207 -1.6635
C 2.9152 -2.3616 -2.6544
C 2.4701 -3.6295 -2.5362
C 1.7316 -3.9315 -1.3381
C 1.5070 -2.9592 -0.3940
N 1.9103 -1.6311 -0.6432
H 3.5179 -2.0282 -3.5537
H 2.5660 -4.3716 -3.2946
H 1.4667 -4.9167 -1.0564
H 1.2335 -3.0844 0.6454
O 2.7126 3.0989 5.1171
N 1.6838 2.8022 5.7422
O 0.8222 1.9852 5.3678
*
```

DFT (ωB97M-V with the def2-TZVPD basis set) results for a structure of composition C47H41N11O2S2Tc in a non-equilibrium geometry.

Output
ΔE to the lowest compared entry with this formula, charge and spin   133.38 kJ/mol
E_LUMO (spin up / spin down)   -6.42 / -7.08 eV
HOMO-LUMO gap (spin up / spin down)   6.00 / 5.55 eV
<S²>   3.7785

Structure (ORCA input):
```
! RIJCOSX wB97M-V def2-TZVPD def2/J DEFGRID3
* xyz 2 4
Tc 0.3422 0.0045 -0.3901
O -3.3734 0.9461 -1.4159
C -2.3554 0.9162 -0.7819
N -1.6365 -0.2270 -0.4205
C -2.1289 -1.5242 -0.5500
C -3.4561 -1.9029 -0.7746
C -3.7529 -3.2459 -0.8269
C -2.7494 -4.2429 -0.6586
C -1.4503 -3.9073 -0.4136
C -1.1131 -2.5341 -0.3512
N 0.1188 -1.9982 -0.0733
C 1.1101 -2.6989 0.6262
O 1.2019 -3.8833 0.7830
C 2.0741 -1.7378 1.2628
C 3.1573 -2.1923 1.9722
C 4.0143 -1.2653 2.5491
C 3.7276 0.0810 2.4077
C 2.6192 0.4568 1.6840
N 1.8060 -0.4293 1.1031
C -1.6840 2.1625 -0.2648
C -2.4013 3.3172 -0.0927
C -1.7707 4.4155 0.4718
C -0.4445 4.3024 0.8530
C 0.2123 3.1080 0.6331
N -0.3785 2.0477 0.0614
H -4.2274 -1.1582 -0.8812
H -4.7844 -3.5501 -0.9869
H -3.0191 -5.2929 -0.7123
H -0.6959 -4.6612 -0.2712
H 3.3024 -3.2625 2.0533
H 4.8905 -1.5892 3.1014
H 4.3592 0.8424 2.8524
H 2.3758 1.4995 1.5508
H -3.4410 3.3353 -0.3962
H -2.3093 5.3451 0.6232
H 0.0837 5.1283 1.3142
H 1.2491 2.9960 0.9183
S -0.5281 1.8655 -2.9156
C -1.5087 0.9088 -3.8823
N -2.3442 1.3886 -4.7922
C -3.1962 0.5041 -5.6039
C -3.6266 -0.6625 -4.7943
N -2.4458 -1.3440 -4.2275
C -2.5311 -2.8317 -4.2123
C -2.1836 -3.4478 -5.5513
C -0.8624 -3.5922 -5.9842
C -0.5931 -4.1656 -7.2205
C -1.6350 -4.6060 -8.0321
C -2.9479 -4.4653 -7.6066
C -3.2186 -3.8878 -6.3716
C -1.4432 -0.6424 -3.7482
S -0.1092 -1.3225 -2.9827
C -2.5074 2.8261 -5.0994
C -3.8897 3.3159 -4.7102
C -4.6336 4.0875 -5.5965
C -5.9030 4.5405 -5.2399
C -6.4366 4.2102 -4.0019
C -5.6942 3.4390 -3.1118
C -4.4219 2.9962 -3.4616
H -2.6556 0.1862 -6.4968
H -4.0699 1.0711 -5.9095
H -4.1541 -1.3667 -5.4289
H -4.2877 -0.3500 -3.9856
H -3.5679 -3.0705 -3.9779
H -1.8986 -3.2016 -3.4120
H -0.0458 -3.2709 -5.3515
H 0.4347 -4.2795 -7.5480
H -1.4209 -5.0691 -8.9897
H -3.7636 -4.8116 -8.2316
H -4.2525 -3.7951 -6.0399
H -2.3489 2.9538 -6.1701
H -1.7394 3.3673 -4.5763
H -4.2199 4.3443 -6.5707
H -6.4771 5.1450 -5.9361
H -7.4320 4.5490 -3.7311
H -6.1095 3.1788 -2.1420
H -3.8429 2.4029 -2.7544
C 2.5728 2.7251 -1.9632
C 2.8823 1.2698 -2.0247
N 2.2372 0.2652 -1.4377
C 2.9130 -0.9129 -1.7956
C 3.9551 -0.6079 -2.5834
N 3.9249 0.7723 -2.7192
C 4.9744 1.5330 -3.4206
N 6.2568 1.2365 -2.8762
N 7.1468 0.4988 -3.6339
N 8.1881 0.2795 -2.9181
C 7.9885 0.8693 -1.6609
C 8.8242 0.8992 -0.5437
C 8.3582 1.5456 0.5824
C 7.0848 2.1531 0.6057
C 6.2505 2.1308 -0.4948
C 6.7478 1.4767 -1.6306
H 1.7496 2.9011 -1.2877
H 2.2777 3.1003 -2.9453
H 3.4356 3.3049 -1.6258
H 2.5916 -1.8925 -1.4648
H 4.7214 -1.2231 -3.0486
H 4.7523 2.5866 -3.3495
H 5.0034 1.2418 -4.4590
H 9.8048 0.4335 -0.5747
H 8.9832 1.5974 1.4687
H 6.7613 2.6632 1.5103
H 5.2727 2.6097 -0.4720
*
```